The following is a DFT calculation (ωB97M-V/def2-TZVPD) of a 11-piece molecular cluster, C51H76N5O31P3 overall at a distorted geometry.

2S+1: 1
HOMO level: -0.357 Eh
SMILES: O=[N+]([O-])c1ccccc1.O=[N+]([O-])c1ccccc1.O=[N+]([O-])c1ccccc1.O=[N+]([O-])c1ccccc1.O=[N+]([O-])c1ccccc1.COP(=O)(OC)OC.COP(=O)(OC)OC.COP(=O)(OC)OC.CCOC(=O)OC.CCOC(=O)OC.CCOC(=O)OC

Geometry (Å):
C1 10.847 1.321 0.728
C2 10.050 1.169 2.004
O1 10.564 0.087 2.848
C3 11.248 0.360 4.004
O2 11.366 1.490 4.479
O3 11.672 -0.775 4.456
C4 12.259 -0.836 5.731
H1 10.914 2.336 0.334
H2 10.378 0.700 -0.036
H3 11.904 1.100 0.875
H4 8.988 1.124 1.765
H5 10.157 2.058 2.626
H6 13.210 -0.307 5.794
H7 12.461 -1.885 5.947
H8 11.594 -0.404 6.478
C5 3.474 -4.084 5.865
C6 4.391 -2.914 6.372
O4 5.773 -3.295 6.395
C7 6.546 -2.923 5.319
O5 6.144 -2.549 4.228
O6 7.853 -3.083 5.642
C8 8.828 -2.830 4.655
H9 3.934 -4.596 5.019
H10 2.441 -3.834 5.622
H11 3.393 -4.863 6.623
H12 4.212 -2.588 7.397
H13 4.261 -2.013 5.773
H14 8.991 -1.753 4.634
H15 8.549 -3.105 3.638
H16 9.773 -3.346 4.823
C9 7.593 -1.608 0.552
C10 8.857 -2.437 0.124
O7 8.952 -3.634 0.913
C11 8.259 -4.757 0.736
O8 7.436 -5.034 -0.173
O9 8.427 -5.518 1.896
C12 7.783 -6.705 2.143
H17 7.572 -1.481 1.635
H18 6.661 -2.036 0.181
H19 7.672 -0.590 0.172
H20 9.668 -1.732 0.306
H21 8.907 -2.748 -0.919
H22 8.503 -7.295 2.711
H23 7.435 -7.203 1.238
H24 6.892 -6.480 2.729
C13 6.461 -12.847 0.188
C14 5.398 -12.439 -0.567
C15 4.741 -11.248 -0.219
C16 5.117 -10.518 0.884
C17 6.205 -10.966 1.581
C18 6.937 -12.123 1.254
N1 4.385 -9.223 1.206
O10 3.575 -8.787 0.362
O11 4.795 -8.499 2.135
H25 6.935 -13.787 -0.050
H26 5.135 -12.964 -1.474
H27 3.992 -10.780 -0.839
H28 6.529 -10.386 2.433
H29 7.844 -12.382 1.779
C19 4.127 -3.875 1.701
C20 3.463 -2.742 1.303
C21 2.064 -2.744 1.140
C22 1.346 -3.954 1.279
C23 2.095 -5.095 1.826
C24 3.466 -5.051 1.910
N2 -0.103 -4.089 0.823
O12 -0.654 -5.165 0.693
O13 -0.607 -2.991 0.469
H30 5.203 -3.870 1.792
H31 4.044 -1.838 1.201
H32 1.570 -1.858 0.769
H33 1.620 -6.042 2.033
H34 3.960 -5.984 2.138
C25 9.676 -1.325 -3.265
C26 8.886 -0.469 -2.509
C27 9.277 0.856 -2.331
C28 10.574 1.263 -2.787
C29 11.336 0.302 -3.384
C30 10.902 -0.963 -3.668
N3 11.000 2.717 -2.669
O14 10.159 3.549 -2.328
O15 12.139 3.034 -2.930
H35 9.486 -2.349 -3.554
H36 7.971 -0.893 -2.125
H37 8.598 1.573 -1.893
H38 12.295 0.493 -3.842
H39 11.539 -1.711 -4.117
C31 11.830 -3.360 -0.449
C32 12.294 -2.452 0.500
C33 12.574 -2.715 1.766
C34 12.393 -4.033 2.182
C35 11.792 -4.987 1.342
C36 11.539 -4.675 0.035
N4 12.768 -4.362 3.553
O16 12.444 -5.428 3.981
O17 13.513 -3.613 4.166
H40 11.603 -2.930 -1.414
H41 12.393 -1.440 0.134
H42 12.900 -1.951 2.456
H43 11.511 -5.983 1.648
H44 11.097 -5.409 -0.622
C37 14.846 -10.218 4.641
C38 13.899 -11.266 4.655
C39 12.607 -11.124 4.106
C40 12.267 -9.818 3.568
C41 13.184 -8.757 3.623
C42 14.456 -8.954 4.088
N5 10.984 -9.635 2.752
O18 10.308 -10.638 2.427
O19 10.735 -8.519 2.300
H45 15.806 -10.340 5.121
H46 14.098 -12.188 5.182
H47 11.967 -11.989 4.022
H48 12.988 -7.843 3.081
H49 15.176 -8.159 3.964
C43 5.128 0.517 -0.939
O20 5.183 0.962 0.374
P1 6.074 2.260 0.768
O21 7.477 2.240 0.289
O22 5.158 3.445 0.162
C44 5.368 3.824 -1.206
O23 5.967 2.432 2.355
C45 5.649 3.687 2.966
H50 5.983 0.907 -1.491
H51 4.254 0.689 -1.567
H52 5.151 -0.569 -0.851
H53 5.304 4.898 -1.379
H54 4.514 3.500 -1.800
H55 6.290 3.478 -1.674
H56 5.403 4.475 2.253
H57 6.425 4.033 3.650
H58 4.738 3.510 3.538
C46 5.267 -11.202 -4.158
O24 5.746 -10.257 -3.217
P2 6.811 -9.140 -3.737
O25 8.185 -9.526 -4.112
O26 5.979 -8.335 -4.880
C47 4.627 -7.996 -4.649
O27 6.875 -8.080 -2.546
C48 7.116 -8.497 -1.217
H59 4.193 -11.168 -4.340
H60 5.436 -12.209 -3.777
H61 5.687 -11.313 -5.158
H62 3.946 -8.279 -5.452
H63 4.630 -6.906 -4.629
H64 4.160 -8.285 -3.707
H65 7.597 -9.468 -1.104
H66 6.161 -8.516 -0.691
H67 7.716 -7.729 -0.728
C49 6.015 -6.753 5.600
O28 7.119 -7.524 5.168
P3 8.170 -8.354 6.125
O29 7.578 -9.028 7.328
O30 8.978 -9.335 5.112
C50 8.374 -10.596 4.750
O31 9.271 -7.207 6.508
C51 9.878 -6.487 5.511
H68 5.953 -6.767 6.688
H69 5.230 -7.355 5.143
H70 5.978 -5.741 5.197
H71 9.072 -11.342 5.130
H72 8.189 -10.791 3.694
H73 7.438 -10.631 5.307
H74 9.870 -7.061 4.585
H75 10.931 -6.437 5.786
H76 9.393 -5.519 5.383

***

The following is a DFT calculation (ωB97M-V/def2-TZVPD) of C51H78AsCsN6O as an isolated structure at a distorted geometry.

2S+1: 1
energy above the lowest of the compared OMol25 structures with the same formula, charge and spin: 0.0 kJ/mol
HOMO level: -0.045 Eh
total charge: -2

Geometry (Å):
Cs1 0.613 -0.031 0.760
N1 -1.194 1.262 3.246
C1 -1.609 0.478 4.285
C2 -2.317 0.970 5.370
C3 -2.730 0.138 6.424
C4 -2.449 -1.200 6.431
C5 -1.770 -1.762 5.322
C6 -1.499 -3.145 5.213
C7 -0.922 -3.640 4.081
C8 -0.614 -2.747 3.031
N2 -0.825 -1.459 3.111
C9 -1.369 -0.943 4.240
H1 -1.487 2.225 3.326
H2 -0.176 1.208 2.984
H3 -2.535 2.031 5.409
H4 -3.270 0.580 7.255
H5 -2.753 -1.839 7.251
H6 -1.776 -3.800 6.033
H7 -0.713 -4.696 3.964
H8 -0.193 -3.115 2.098
N3 -1.828 -0.125 -2.100
C10 -1.693 0.469 -3.316
C11 -1.304 -0.267 -4.453
C12 -1.149 0.346 -5.685
C13 -1.371 1.709 -5.837
C14 -1.750 2.446 -4.718
C15 -1.910 1.851 -3.479
H9 -1.810 -1.132 -2.084
H10 -2.374 0.323 -1.313
H11 -1.129 -1.333 -4.350
H12 -0.848 -0.253 -6.538
H13 -1.244 2.188 -6.801
H14 -1.928 3.512 -4.809
H15 -2.210 2.437 -2.618
C16 1.935 2.122 -4.447
C17 2.070 3.288 -3.474
As1 2.246 2.689 -1.600
C18 3.972 1.732 -1.733
C19 5.116 2.456 -2.428
C20 2.926 4.400 -0.881
C21 3.433 4.223 0.547
H16 1.803 2.474 -5.473
H17 1.074 1.501 -4.195
H18 2.820 1.481 -4.420
H19 1.168 3.906 -3.506
H20 2.914 3.933 -3.735
H21 3.741 0.789 -2.229
H22 4.246 1.470 -0.708
H23 4.857 2.719 -3.456
H24 6.014 1.832 -2.466
H25 5.383 3.379 -1.909
H26 2.079 5.091 -0.902
H27 3.698 4.815 -1.534
H28 2.684 3.730 1.171
H29 3.685 5.179 1.013
H30 4.330 3.599 0.572
C22 3.652 1.614 3.593
C23 2.183 2.062 3.548
C24 1.598 2.017 4.969
O1 1.476 1.292 2.658
H31 3.697 0.578 3.941
H32 4.260 2.242 4.255
H33 4.073 1.649 2.585
H34 2.191 3.135 3.246
H35 1.529 0.975 5.296
H36 0.592 2.440 4.987
H37 2.219 2.571 5.682
C25 -0.793 4.944 -0.409
C26 -2.139 4.302 -0.174
C27 -3.287 5.091 -0.003
C28 -4.504 4.464 0.236
C29 -5.746 5.295 0.457
C30 -4.604 3.081 0.288
C31 -3.471 2.229 0.092
C32 -2.237 2.935 -0.118
N4 -3.402 0.895 0.024
C33 -4.511 0.021 0.383
C34 -4.984 0.169 1.838
C35 -5.685 0.135 -0.607
C36 -3.954 -1.408 0.268
H38 -0.882 6.027 -0.513
H39 -0.327 4.548 -1.316
H40 -0.109 4.735 0.418
H41 -3.223 6.174 -0.052
H42 -5.575 6.339 0.186
H43 -6.054 5.268 1.506
H44 -6.583 4.921 -0.137
H45 -5.585 2.660 0.455
H46 -1.351 2.307 -0.208
H47 -5.380 1.156 2.064
H48 -4.136 -0.009 2.501
H49 -5.760 -0.571 2.063
H50 -6.242 1.066 -0.495
H51 -6.385 -0.700 -0.490
H52 -5.282 0.110 -1.623
H53 -3.067 -1.502 0.899
H54 -3.664 -1.615 -0.765
H55 -4.695 -2.155 0.570
C37 3.137 -3.292 -3.398
C38 1.741 -2.711 -3.627
C39 1.566 -1.466 -2.882
N5 1.497 -0.481 -2.297
H56 3.246 -4.220 -3.958
H57 3.268 -3.514 -2.338
H58 3.914 -2.593 -3.713
H59 0.990 -3.419 -3.271
H60 1.552 -2.505 -4.683
C40 1.867 -7.371 -1.720
C41 1.246 -6.020 -1.450
C42 0.004 -5.710 -2.000
C43 -0.551 -4.450 -1.720
C44 -1.866 -4.051 -2.344
C45 0.131 -3.551 -0.939
C46 1.416 -3.815 -0.323
C47 1.930 -5.124 -0.642
N6 1.911 -2.829 0.402
C48 3.150 -2.761 1.155
C49 2.784 -2.448 2.617
C50 3.947 -1.565 0.599
C51 4.109 -3.965 1.175
H61 1.252 -7.957 -2.406
H62 1.979 -7.943 -0.795
H63 2.862 -7.267 -2.159
H64 -0.528 -6.428 -2.616
H65 -2.435 -4.928 -2.660
H66 -1.711 -3.428 -3.231
H67 -2.480 -3.481 -1.644
H68 -0.282 -2.555 -0.805
H69 2.880 -5.454 -0.251
H70 2.126 -1.579 2.683
H71 3.678 -2.238 3.214
H72 2.262 -3.299 3.064
H73 3.316 -0.677 0.564
H74 4.274 -1.775 -0.423
H75 4.824 -1.340 1.215
H76 3.639 -4.845 1.619
H77 4.985 -3.709 1.779
H78 4.458 -4.217 0.172

***

- Which of these has the lowest HOMO level?
  C51H76N5O31P3

***

- Look up the 2S+1 of the second one.
  1